The following is a DFT calculation (the ωB97M-V functional and the def2-TZVPD basis) of 6 unconnected molecules or ions with the total composition C42H82BBrN5O17P2S5 in a non-equilibrium geometry.

Results
Electronic energy in hartree: -8473.86602
LUMO in Ha: -0.1233
Charge: +1
Orbital gap in eV: 7.206
Spin multiplicity: 1

Element x y z (Å)
C (0.73023, 3.13652, 6.84878)
C (0.31145, 3.86854, 5.69626)
C (-0.02366, 4.40416, 4.19910)
C (-0.73328, 3.40389, 3.14054)
C (-1.89721, 2.55691, 3.88851)
O (-2.76242, 3.67304, 4.40043)
C (-3.37138, 3.42014, 5.68327)
C (-2.78929, 4.36234, 6.93810)
N (-2.66345, 1.54714, 2.99088)
O (-3.31737, 0.79359, 3.93902)
C (-3.68215, 2.31710, 2.32515)
C (-4.60021, 1.88058, 1.06316)
O (-5.83867, 1.31961, 1.14018)
C (-1.67598, 0.57564, 2.37855)
P (-0.47294, -0.13658, 3.75577)
N (-1.20290, -1.03911, 4.90280)
N (-2.11570, -0.62703, 1.71126)
C (-1.56717, -1.99186, 1.96756)
C (-3.47029, -0.99274, 1.30909)
C (-4.68752, -1.67701, 2.23040)
O (-3.78565, -0.98142, -0.01859)
C (-0.55809, 1.36948, 1.35982)
C (-1.42465, 1.90371, 0.01864)
P (0.54281, 0.07802, 0.40064)
O (1.76279, 0.77636, -0.57930)
Br (-0.65753, -1.00233, -1.26828)
C (0.25087, 2.61352, 2.04969)
C (1.65451, 2.43586, 2.79578)
C (2.85214, 1.49041, 2.25717)
O (3.00838, 0.19590, 2.63725)
N (3.91244, 2.04228, 1.32436)
C (4.72763, 0.96069, 0.65286)
C (4.90597, 2.74205, 2.27057)
B (0.64208, 3.83634, 0.94625)
O (0.59933, 5.30694, 1.27286)
N (1.18647, 3.65843, -0.44931)
C (2.56557, 4.25190, -0.64039)
C (0.26483, 4.51904, -1.33907)
H (1.07584, 2.84923, 7.95351)
H (0.96836, 4.94709, 3.81450)
H (-0.77013, 5.32737, 4.35331)
H (-1.35245, 4.14812, 2.43291)
H (-1.60379, 2.07287, 4.93693)
H (-4.51066, 3.77445, 5.59013)
H (-3.43646, 2.31361, 6.05260)
H (-1.96704, 3.71772, 7.47760)
H (-3.72406, 4.60509, 7.63010)
H (-2.35442, 5.35905, 6.45585)
H (-4.25537, 0.61042, 3.67497)
H (-3.27587, 3.37130, 1.92510)
H (-4.56883, 2.63877, 3.06893)
H (-4.23439, 2.09375, -0.05314)
H (0.14380, 0.87506, 4.55271)
H (0.65817, -0.83654, 3.12658)
H (-1.08685, -0.61608, 5.83921)
H (-2.01807, -2.69108, 1.09869)
H (-0.42208, -2.17107, 1.81935)
H (-1.99736, -2.53564, 2.94147)
H (-4.25483, -1.88814, 3.30710)
H (-5.66561, -1.03559, 2.24732)
H (-4.96027, -2.70248, 1.72362)
H (-2.29197, 1.12663, -0.25233)
H (-0.75194, 1.95043, -0.94824)
H (-2.01268, 2.89728, 0.21499)
H (1.41428, 0.99163, -1.49358)
H (1.64355, 2.21378, 3.96865)
H (2.20210, 3.50666, 2.80056)
H (5.67038, 0.60351, 1.27870)
H (5.18627, 1.45655, -0.33120)
H (4.11312, 0.03332, 0.27934)
H (5.74932, 3.31515, 1.68085)
H (4.37039, 3.48947, 3.01642)
H (5.47683, 1.96503, 2.96938)
H (-0.34065, 5.64855, 1.21720)
H (3.31003, 3.36364, -0.92241)
H (2.98375, 4.82994, 0.29218)
H (2.57913, 4.96344, -1.59885)
H (0.53334, 5.65801, -1.31189)
H (-0.87231, 4.44589, -0.98600)
H (0.36860, 4.16720, -2.45760)
C (2.25518, -6.18986, -0.85353)
C (1.86291, -5.25091, -1.99330)
C (0.36981, -4.95895, -1.85374)
S (-0.00953, -5.11540, -0.11498)
O (-0.90074, -6.24252, 0.06244)
O (-0.29963, -3.80406, 0.42969)
C (1.62548, -5.60188, 0.40047)
H (3.34111, -6.27727, -0.75483)
H (1.85011, -7.19104, -1.04328)
H (2.43103, -4.31661, -1.90805)
H (2.09052, -5.68513, -2.97185)
H (0.12446, -3.94822, -2.18954)
H (-0.23358, -5.68963, -2.39935)
H (1.56100, -6.31526, 1.22383)
H (2.15658, -4.70122, 0.72265)
C (10.43250, 2.24511, 3.55510)
C (10.10592, 3.58807, 2.90365)
C (9.62672, 3.30334, 1.48120)
S (8.90432, 1.66974, 1.51490)
O (9.71353, 0.79127, 0.69661)
O (7.46871, 1.77965, 1.34942)
C (9.26019, 1.33215, 3.22809)
H (10.57728, 2.34211, 4.63504)
H (11.35582, 1.83994, 3.12409)
H (9.30764, 4.08342, 3.46962)
H (10.97130, 4.25816, 2.90204)
H (8.87397, 4.02678, 1.15792)
H (10.45990, 3.29093, 0.77315)
H (9.49009, 0.27356, 3.36050)
H (8.37582, 1.60196, 3.81301)
C (-0.44589, -0.06856, -6.05776)
C (-1.45207, -0.99670, -6.73655)
C (-0.82620, -2.38926, -6.79253)
S (0.29818, -2.48777, -5.40772)
O (1.64871, -2.59731, -5.91782)
O (-0.23633, -3.40812, -4.42399)
C (0.04626, -0.82081, -4.83030)
H (-0.89660, 0.89077, -5.78724)
H (0.39133, 0.12966, -6.73762)
H (-2.37448, -1.03037, -6.14414)
H (-1.71781, -0.64275, -7.73755)
H (-1.58188, -3.17380, -6.70337)
H (-0.24778, -2.53152, -7.70952)
H (0.97755, -0.42060, -4.42592)
H (-0.72167, -0.84894, -4.05151)
C (-3.18885, -6.21670, 3.15626)
C (-3.80895, -7.08592, 4.24920)
C (-5.19852, -6.52550, 4.54767)
S (-5.75638, -5.74417, 3.04103)
O (-5.87026, -4.32003, 3.27555)
O (-6.83580, -6.52494, 2.47033)
C (-4.27207, -6.04475, 2.10183)
H (-2.28804, -6.67359, 2.73621)
H (-2.91168, -5.24091, 3.57272)
H (-3.89708, -8.11788, 3.88833)
H (-3.18909, -7.10556, 5.15103)
H (-5.89937, -7.31592, 4.82797)
H (-5.16302, -5.76381, 5.33140)
H (-4.08329, -5.21051, 1.42405)
H (-4.41749, -6.96765, 1.53250)
C (-4.04785, -0.98961, -11.39816)
C (-4.58096, 0.34190, -11.92492)
C (-3.82163, 1.45629, -11.20685)
S (-2.22537, 0.77779, -10.77877)
O (-2.12844, 0.70317, -9.33615)
O (-1.20542, 1.40798, -11.59304)
C (-2.53195, -0.86044, -11.40949)
H (-4.38397, -1.83212, -12.00958)
H (-4.40349, -1.15088, -10.37349)
H (-4.39763, 0.40678, -13.00432)
H (-5.66025, 0.43574, -11.76925)
H (-3.68463, 2.32904, -11.85031)
H (-4.32393, 1.75086, -10.28132)
H (-2.03292, -1.60162, -10.78290)
H (-2.14057, -0.90467, -12.43023)

Here are the Mulliken charges for atoms 1 to 2, given in e: number 1, C, carries -0.850; number 2, C, carries -0.163

The following is a DFT calculation (the ωB97M-V functional and the def2-TZVPD basis) of a molecular structure, C42H82Br2F3NiO20S9 in a non-equilibrium geometry.

Results
Electronic energy in hartree: -13693.48777
LUMO (alpha / beta) in Ha: -0.0867 / -0.1165
Charge: +1
Orbital gap (alpha / beta) in eV: 8.448 / 7.634
Spin multiplicity: 3
Energy relative to the best compared isomer or geometry (same formula, charge and spin) in kJ/mol: 114.41

Element x y z (Å)
Ni (31.68486, -22.77175, -0.68334)
C (33.29407, -25.01686, -2.24763)
O (32.47520, -24.71578, -3.38877)
O (32.99225, -24.18658, -1.24141)
C (33.13359, -26.51849, -1.93535)
F (33.65966, -27.25201, -2.92560)
F (33.73439, -26.85586, -0.78123)
F (31.83394, -26.85394, -1.81033)
C (33.22646, -24.67051, -4.61291)
C (32.23326, -24.89554, -5.76762)
H (31.62617, -24.02776, -6.03076)
H (32.85195, -25.25050, -6.59275)
H (31.51880, -25.65852, -5.45777)
H (33.91181, -25.51931, -4.66344)
H (33.83313, -23.77106, -4.74709)
H (34.35159, -24.88527, -2.51917)
C (30.07209, -29.38269, -2.12562)
C (29.32415, -30.73971, -2.07812)
C (28.74598, -31.13258, -3.42867)
S (29.57791, -30.04701, -4.62898)
O (28.69750, -28.92127, -4.93297)
O (30.20195, -30.90069, -5.62492)
C (30.84321, -29.32095, -3.42959)
H (30.65471, -29.29550, -1.20961)
H (29.34390, -28.57151, -2.04972)
H (28.55057, -30.58264, -1.32239)
H (29.92299, -31.54524, -1.65425)
H (27.67321, -31.00005, -3.52370)
H (29.11938, -32.10975, -3.72171)
H (31.11118, -28.32300, -3.76960)
H (31.74877, -29.92481, -3.38727)
C (30.77894, -26.96726, 1.35086)
C (29.57920, -26.53501, 2.20803)
C (29.58421, -25.00818, 2.10002)
S (31.29637, -24.47773, 2.30502)
O (31.60106, -24.24128, 3.69069)
O (31.67945, -23.51895, 1.27706)
C (31.96195, -26.12918, 1.83556)
H (30.60414, -26.93195, 0.27394)
H (31.04062, -28.02689, 1.41394)
H (29.80704, -26.76276, 3.25014)
H (28.69902, -27.03011, 1.80868)
H (28.91706, -24.50260, 2.79678)
H (29.27116, -24.73391, 1.08919)
H (32.53313, -26.55666, 2.65905)
H (32.71505, -25.94500, 1.06878)
C (27.32010, -24.21700, -3.94818)
C (27.88956, -25.62237, -4.13267)
C (29.27890, -25.61038, -3.53161)
S (28.96189, -24.85818, -1.87378)
O (30.05023, -24.02968, -1.36309)
O (28.39662, -25.91925, -1.04758)
C (27.50219, -23.87414, -2.44952)
H (26.26736, -24.13552, -4.20934)
H (27.88072, -23.47624, -4.51504)
H (28.01596, -25.84454, -5.19318)
H (27.32397, -26.39221, -3.60751)
H (29.92065, -24.93368, -4.09867)
H (29.76735, -26.57884, -3.45746)
H (27.73316, -22.81519, -2.32626)
H (26.65408, -24.08774, -1.80411)
C (33.43569, -29.17002, -5.84939)
C (32.68851, -28.10233, -6.65372)
C (33.29343, -28.01673, -8.05664)
S (35.07770, -27.87100, -7.65278)
O (35.40698, -26.51966, -7.21648)
O (35.88262, -28.62074, -8.58770)
C (34.91880, -28.91596, -6.14987)
H (33.09515, -30.19637, -5.97613)
H (33.19500, -28.92420, -4.81394)
H (32.77872, -27.18713, -6.06582)
H (31.61365, -28.29934, -6.63701)
H (32.93964, -27.09769, -8.51589)
H (33.14425, -28.97430, -8.54702)
H (35.51677, -28.50219, -5.33582)
H (35.49787, -29.81202, -6.38128)
C (37.86477, -22.02097, -1.66549)
C (38.56684, -21.21019, -2.75788)
C (37.43899, -20.71536, -3.67755)
S (35.97231, -21.81172, -3.48142)
O (35.70370, -22.42068, -4.77872)
O (34.91481, -21.19930, -2.69780)
C (36.90079, -22.99293, -2.37501)
H (37.29558, -21.39235, -0.97981)
H (38.56610, -22.60850, -1.07190)
H (39.11792, -21.91182, -3.38394)
H (39.19377, -20.44513, -2.31190)
H (37.68181, -20.82080, -4.73580)
H (37.11523, -19.67580, -3.60387)
H (37.50715, -23.63527, -3.01635)
H (36.30224, -23.60206, -1.70318)
C (33.10618, -17.96551, 1.03862)
C (32.55983, -18.14294, -0.38824)
C (33.60282, -19.00014, -1.06569)
S (33.93008, -20.32316, 0.17328)
O (35.35640, -20.35867, 0.36678)
O (33.20085, -21.54039, -0.15690)
C (33.18372, -19.38822, 1.58620)
H (32.35480, -17.34802, 1.53574)
H (34.04928, -17.43268, 1.14117)
H (32.37187, -17.21184, -0.92264)
H (31.61426, -18.69132, -0.42194)
H (34.57413, -18.52519, -1.22548)
H (33.42384, -19.34119, -2.08426)
H (33.73582, -19.70776, 2.46753)
H (32.16174, -19.72417, 1.77716)
C (37.19526, -26.72137, -5.73032)
C (36.19198, -25.57117, -5.52563)
C (36.24764, -24.76572, -6.82169)
S (38.03318, -24.47271, -7.01206)
O (38.56082, -23.48168, -6.07441)
O (38.35256, -24.40653, -8.43462)
C (38.45913, -26.11690, -6.34799)
H (36.67689, -27.42278, -6.38542)
H (37.44251, -27.21640, -4.79280)
H (36.50380, -24.81313, -4.80055)
H (35.25230, -26.02224, -5.21148)
H (35.76435, -23.79236, -6.85004)
H (35.94942, -25.37373, -7.67770)
H (39.25658, -26.07620, -5.61191)
H (38.79197, -26.60819, -7.26257)
C (35.69496, -30.59474, 1.53682)
C (35.22974, -31.55767, 2.67760)
C (33.77527, -31.82459, 2.33600)
S (32.99922, -30.26330, 1.77673)
O (32.36144, -29.55767, 2.85527)
O (32.24084, -30.69597, 0.61598)
C (34.62093, -29.52335, 1.38735)
H (35.93230, -31.17640, 0.64603)
H (36.62632, -30.09409, 1.80755)
H (35.20011, -30.86907, 3.52976)
H (35.87710, -32.40621, 2.86127)
H (33.20724, -32.22443, 3.17763)
H (33.71473, -32.56923, 1.54152)
H (34.74206, -28.56813, 1.89434)
H (34.56605, -29.23148, 0.33419)
C (31.56232, -18.99555, -4.53191)
C (32.07830, -19.82969, -5.67761)
C (32.36276, -21.25713, -5.16967)
S (31.01252, -21.53616, -3.94842)
O (31.51426, -21.96986, -2.64863)
O (29.94619, -22.26051, -4.59278)
C (30.44024, -19.75582, -3.81526)
H (31.20288, -18.03280, -4.90320)
H (32.33204, -18.70600, -3.81776)
H (32.99661, -19.40563, -6.08233)
H (31.37290, -19.95389, -6.49976)
H (33.28171, -21.40407, -4.59928)
H (32.27430, -22.00629, -5.95357)
H (30.31876, -19.55150, -2.75419)
H (29.47646, -19.66684, -4.31082)
Br (26.11703, -22.87144, -7.49249)
C (27.84820, -23.19684, -8.39086)
C (29.01065, -23.10592, -7.41259)
Br (30.68975, -23.06373, -8.47262)
H (27.87801, -22.43311, -9.16059)
H (27.72475, -24.17576, -8.84171)
H (29.00188, -23.99978, -6.79558)
H (28.84939, -22.22632, -6.79959)

Here are the Mulliken charges for atoms 1 to 2, given in e: number 1, Ni, carries 2.238; number 2, C, carries 0.431